ORCA calculation (wB97M-V/def2-TZVPD) on a molecular structure, C36H55ClN3O5PS in a non-equilibrium geometry.

```
102
Properties=species:S:1:pos:R:3:forces:R:3:mulliken_charge:R:1
C -0.709535 -0.322862 0.840955 0.43 -0.66 -1.31 -1.42
C -0.344925 0.961834 0.067306 -0.83 -0.54 -1.07 -1.20
C 1.154360 1.262467 0.010531 0.19 -0.16 -0.64 -0.11
Cl 1.322490 2.858652 -0.843198 -0.16 -1.93 -4.95 -0.26
N 1.959585 0.236403 -0.633366 0.28 1.72 -0.10 0.74
C 1.807901 -0.063224 -2.004922 -0.75 -1.86 -0.28 -0.25
O 1.990816 0.622978 -2.973889 -0.37 -0.10 0.81 -0.59
C 1.408928 -1.557857 -1.964520 0.93 1.32 0.48 0.26
C 0.866636 -2.341537 -2.922220 0.04 0.11 -0.28 -1.28
C 0.607425 -3.671269 -2.594409 -0.77 -1.07 -1.05 1.68
C 0.014478 -4.531610 -3.724280 0.77 1.12 -0.18 -1.18
C -1.152664 -3.774891 -4.395315 -0.25 -1.32 0.60 -1.18
C -2.283236 -3.565222 -3.345938 0.31 0.76 -0.14 -0.44
C -2.654825 -2.059326 -3.164930 -0.82 -1.32 -0.53 0.32
C -4.142696 -1.950960 -2.739196 0.97 0.96 0.60 -0.82
N -4.225097 -1.832583 -1.253070 -0.27 -0.31 -0.77 -0.47
C 0.866538 -4.170884 -1.324906 0.77 -0.25 -0.13 -0.21
P 0.482584 -5.890892 -0.865074 -1.91 0.21 1.00 0.04
S -1.092906 -5.914316 0.307696 0.13 -0.09 -0.08 -0.43
C 1.438775 -3.332346 -0.346498 0.58 -0.88 1.18 0.81
C 1.762926 -3.754566 1.078887 -0.56 0.32 -0.57 -2.03
C 0.595341 -3.352734 2.030064 0.20 -0.84 0.08 2.29
C 0.449227 -4.376138 3.192706 0.36 0.57 0.17 -1.15
C 0.464298 -3.643356 4.545225 -1.01 -0.52 -0.21 -1.00
C -0.678197 -2.580867 4.580095 1.36 0.16 0.68 -0.95
C -0.135178 -1.132689 4.549684 -1.36 -0.12 -0.88 -0.73
C -1.214823 -0.244845 3.883089 0.98 0.87 0.90 -0.27
C -0.745557 1.254601 3.847473 -0.93 -0.98 -0.05 -1.25
C -0.804276 1.773022 2.388373 0.26 1.39 3.69 0.82
C -0.848804 3.332249 2.347449 0.33 -0.67 -0.86 -1.79
C 0.092560 3.835715 1.206697 -1.35 0.92 2.73 0.57
C 1.441460 4.343104 1.764687 -0.04 -0.15 -0.87 -1.11
N 2.481365 3.331266 1.678740 0.15 0.75 0.27 0.37
C 3.285957 3.021054 0.627486 1.96 0.83 -0.54 -0.73
C 4.118299 2.016497 0.979591 0.92 -0.76 0.88 -0.51
C 3.852816 1.691444 2.357822 0.28 0.13 -1.40 -0.86
C 2.837202 2.521571 2.699377 -0.06 -0.79 2.38 -0.45
C 1.706930 -2.050012 -0.696109 0.70 1.20 -0.35 -0.10
C 2.343252 -0.916823 0.100329 -0.64 -0.74 -0.17 -0.37
O 3.028746 -0.924130 1.088297 -0.76 -0.10 -0.41 -0.47
H -1.636455 -0.207877 1.411924 0.25 -0.18 -1.09 1.60
H 0.054129 -0.628821 1.568895 -0.08 0.19 -0.32 -0.01
H -0.844671 -1.157796 0.143389 0.03 0.06 0.12 -0.07
H -0.831655 0.941507 -0.914480 0.52 -0.10 -0.21 0.56
H -0.803362 1.800354 0.609948 0.10 -0.69 -1.80 0.57
H 1.547697 1.409499 1.022417 0.17 -0.12 -0.31 0.23
H 0.651939 -1.916833 -3.894917 0.04 -0.21 0.01 0.53
H 0.848873 -4.692128 -4.425816 -0.29 -0.09 -0.03 0.34
H -0.302121 -5.513598 -3.380020 -0.20 0.25 -0.13 0.28
H -1.519917 -4.422165 -5.203784 0.01 0.22 0.10 0.52
H -0.853728 -2.841100 -4.874185 0.09 -0.10 0.20 0.52
H -2.019449 -3.944435 -2.348282 0.16 -0.19 -0.30 0.23
H -3.145847 -4.156854 -3.674554 -0.03 0.33 0.10 0.50
H -2.473832 -1.581020 -4.136488 -0.19 0.19 0.25 0.44
H -2.038913 -1.588862 -2.392217 -0.03 -0.02 -0.22 -0.52
H -4.701928 -2.824840 -3.087387 -0.04 0.30 -0.22 0.28
H -4.547207 -1.023310 -3.159619 -0.17 -0.31 -0.06 0.39
H -4.972734 -1.182267 -1.041462 -0.03 -0.21 0.26 0.21
H -4.501045 -2.748339 -0.913864 0.00 0.23 0.40 0.22
H 0.130725 -6.641179 -2.004920 0.94 0.12 0.07 0.15
H 1.564467 -6.531132 -0.228228 0.28 0.21 -0.63 0.14
H 2.663388 -3.216552 1.388561 -0.02 -0.37 -0.02 0.48
H 1.948652 -4.831317 1.083701 -0.03 0.12 0.33 0.67
H -0.327742 -3.280807 1.446565 0.09 -0.01 0.17 0.43
H 0.810083 -2.369953 2.466528 0.02 -0.24 -0.35 -1.58
H -0.473043 -4.962177 3.139301 0.11 0.14 -0.29 0.32
H 1.281992 -5.085992 3.119728 -0.15 0.00 0.20 0.41
H 0.228529 -4.381994 5.322247 0.48 0.11 0.00 0.46
H 1.449372 -3.197737 4.728046 -0.21 -0.01 0.11 0.32
H -1.223388 -2.703052 5.522947 -0.22 0.00 -0.31 0.60
H -1.362183 -2.735301 3.737745 0.05 -0.03 0.20 0.37
H 0.779248 -1.062426 3.944053 -0.03 0.01 0.27 0.34
H 0.071330 -0.748827 5.555647 0.13 -0.16 -0.15 0.48
H -1.382937 -0.561319 2.847931 -0.17 -0.35 1.38 -0.29
H -2.138163 -0.320951 4.470552 0.02 -0.11 -0.28 0.65
H -1.408602 1.817713 4.517685 0.15 0.17 -0.25 0.34
H 0.256874 1.292994 4.290346 -0.01 0.31 -0.32 0.27
H -1.703280 1.335403 1.942838 0.33 0.58 0.41 0.81
H 0.113931 1.435229 1.890746 -0.82 0.27 1.43 -0.15
H -1.871398 3.650109 2.114624 0.11 0.03 0.34 0.30
H -0.550788 3.719491 3.327000 -0.15 0.12 -0.15 0.44
H 0.246422 3.029134 0.484076 -1.36 1.97 2.04 -0.54
H -0.395033 4.697636 0.735133 0.10 -0.29 -0.36 0.57
H 1.758537 5.217242 1.183616 0.13 -0.16 0.17 0.24
H 1.362981 4.646972 2.811518 -0.06 -0.02 -0.16 0.45
H 3.268304 3.488130 -0.349182 0.54 0.27 1.05 0.79
H 4.869957 1.555820 0.352761 -0.12 0.13 -0.01 0.51
H 4.357984 0.953194 2.960054 -0.22 0.04 0.02 0.49
H 2.396888 2.541863 3.690796 -0.30 0.44 -0.31 0.45
C -0.277959 4.833449 -3.882144 -0.38 -0.18 0.14 -1.22
C -0.655827 6.271817 -4.138609 0.28 -0.62 0.03 0.53
C 0.419833 7.266175 -3.778917 0.16 0.21 -0.18 -0.38
O -0.341335 8.431467 -3.446063 -0.12 -0.18 0.07 -0.33
C -1.563530 8.008841 -3.024661 -0.16 0.09 0.09 0.62
O -2.370278 8.702157 -2.498662 0.04 -0.02 -0.03 -0.52
O -1.733482 6.685369 -3.285203 0.14 0.35 -0.07 -0.36
H 0.642588 4.567685 -4.402545 -0.01 0.05 -0.02 0.40
H -0.150203 4.648385 -2.814828 0.12 0.10 0.00 0.09
H -1.071299 4.167021 -4.222213 0.06 -0.01 -0.06 0.38
H -0.980065 6.397611 -5.175918 0.02 0.12 0.02 0.25
H 1.094367 7.472080 -4.607488 -0.06 0.18 0.03 0.33
H 1.006131 6.969699 -2.905381 -0.07 -0.12 0.00 0.22
```
Positions in Å, forces in eV/Å.

As for the total charge: 0. As for the total energy: -3144.7785 a.u.

ORCA calculation (wB97M-V/def2-TZVPD) on a molecular structure, C36H55FeN4OP2 in a non-equilibrium geometry.

```
99
Properties=species:S:1:pos:R:3:forces:R:3:mulliken_spin:R:1
C -2.962125 0.569508 0.393786 0.06 0.22 0.20 0.00
C -2.489233 -1.551105 -0.408985 -0.38 0.51 -0.65 -0.11
C -4.317910 0.359047 0.190998 -0.15 -0.20 -0.13 0.11
C -3.781181 -1.661095 -0.945637 0.27 -0.74 0.63 0.17
C -4.727377 -0.760047 -0.519476 -0.09 0.22 -0.19 -0.03
H -5.022178 1.086367 0.572211 -0.05 -0.05 -0.09 0.00
H -4.003172 -2.586534 -1.485809 -0.22 0.42 0.22 0.00
H -5.765718 -0.953267 -0.710441 -0.34 0.15 -0.18 0.00
N -2.035569 -0.361317 0.089364 -1.07 0.09 0.67 0.10
P -0.851601 2.377209 0.631427 -0.07 0.89 -0.51 0.00
P -0.075506 -2.430026 0.410134 0.98 -0.39 0.40 -0.01
C -2.567460 1.887827 1.057240 0.11 0.32 0.02 -0.01
H -3.242636 2.714450 0.791042 -0.01 -0.49 -0.21 0.00
H -2.668350 1.844964 2.151965 0.16 -0.40 -0.19 0.01
C -1.715163 -2.762850 -0.331101 2.72 3.13 -2.93 0.60
H -1.618148 -3.244341 -1.285338 -0.73 -1.02 -0.28 0.07
C 1.601923 -3.179079 -0.473230 -0.96 -0.52 0.07 -0.02
C -0.735864 -3.653085 1.692998 0.71 -0.19 0.22 0.08
C -1.092354 3.307802 -1.018741 -0.22 0.34 0.02 -0.02
C -0.334043 3.610957 2.010010 -0.31 -0.09 -0.35 0.01
C 2.709372 -2.144113 -0.708429 -0.24 0.44 0.03 0.03
H 3.053487 -1.699833 0.232226 -0.08 0.01 -0.09 0.00
H 3.581980 -2.652516 -1.159797 -0.45 0.05 0.17 0.00
H 2.398843 -1.343713 -1.387960 0.04 -0.16 0.20 0.01
C 2.223398 -4.256136 0.427593 -0.05 -0.18 0.01 0.00
H 2.568491 -3.815445 1.373644 -0.10 -0.18 -0.23 0.00
H 1.547408 -5.095288 0.633806 0.25 0.26 -0.04 0.00
H 3.115957 -4.665745 -0.076366 -0.32 0.16 0.08 0.00
C 1.170507 -3.748864 -1.826401 0.12 -0.05 -0.26 0.03
H 2.058626 -4.166377 -2.332375 -0.30 0.08 0.13 0.00
H 0.426673 -4.554054 -1.743031 0.22 0.20 -0.03 0.00
H 0.770838 -2.957559 -2.479203 0.06 -0.23 0.17 -0.01
C 0.183724 -3.786033 2.892591 -0.08 -0.36 0.57 0.01
H 0.525242 -2.807042 3.242432 0.01 -0.07 0.03 0.00
H -0.396491 -4.243426 3.703982 0.26 0.03 0.04 0.00
H 1.049424 -4.422380 2.703606 -0.14 0.18 0.04 0.00
C -2.090794 -3.112401 2.187274 -0.30 -0.03 -0.09 0.07
H -1.996671 -2.094344 2.571711 -0.16 -0.21 0.15 0.01
H -2.845343 -3.096346 1.388940 0.19 -0.07 0.43 -0.02
H -2.509664 -3.777267 2.947724 0.28 0.10 0.19 0.00
C -0.954459 -4.997724 0.947268 -0.28 -0.38 -0.04 0.02
H -0.721985 -4.953369 -0.127218 0.10 -0.10 0.52 -0.02
H -0.375595 -5.827467 1.376198 -0.21 0.27 0.00 0.00
H -2.021517 -5.255471 0.986182 0.25 -0.14 0.11 0.00
C 1.063259 4.164325 1.706693 0.26 0.13 0.04 0.02
H 1.473439 4.627046 2.616682 -0.14 -0.08 -0.16 0.00
H 1.758598 3.371007 1.406317 -0.11 0.12 0.03 -0.01
H 1.059946 4.938442 0.931784 -0.06 -0.22 0.22 0.00
C -0.258169 2.855074 3.342899 0.02 -0.03 0.13 0.00
H -1.223053 2.431274 3.644828 0.19 0.03 -0.03 0.00
H 0.495366 2.060676 3.324538 -0.12 0.20 0.00 0.00
H 0.039504 3.570799 4.126825 -0.09 -0.22 -0.25 0.00
C -1.337618 4.762113 2.189467 0.09 0.22 0.22 0.00
H -1.139893 5.246602 3.157336 -0.06 -0.13 -0.17 0.00
H -1.229327 5.543606 1.431695 -0.06 -0.29 0.23 0.00
H -2.377607 4.414704 2.208087 0.16 0.11 -0.03 0.00
C -1.731105 2.411292 -2.086771 -0.01 -0.47 -0.11 -0.01
H -1.913898 3.004951 -2.994877 0.00 -0.03 0.33 0.00
H -1.084337 1.597059 -2.386338 0.00 0.03 0.06 0.09
H -2.681609 1.972178 -1.775315 -0.10 0.18 0.02 0.00
C 0.287712 3.750201 -1.520134 0.20 0.16 -0.16 0.01
H 0.998714 2.915459 -1.543511 -0.26 0.12 -0.02 0.02
H 0.199772 4.138858 -2.546945 -0.04 -0.14 0.25 -0.01
H 0.714195 4.554459 -0.911511 -0.13 -0.16 -0.17 0.00
C -2.045384 4.515702 -0.928646 0.18 0.29 -0.01 0.00
H -3.043157 4.226613 -0.567574 0.26 0.17 -0.07 0.00
H -1.653742 5.330621 -0.314658 -0.17 -0.21 -0.20 0.00
H -2.174198 4.920021 -1.947891 0.02 -0.18 0.36 0.00
Fe 0.172364 0.193173 0.499465 -0.45 -1.29 1.58 2.04
C -0.312543 -0.066906 2.296926 -1.92 -0.59 2.60 -0.10
O -0.732901 -0.265144 3.373066 1.57 0.60 -3.46 -0.04
N 0.593959 0.265225 -1.374205 -0.35 0.06 -1.06 0.09
C 0.502338 0.234697 -2.585682 -0.47 -0.51 2.07 0.53
C 0.141390 -0.519286 -3.743557 -0.03 -1.17 -1.40 -0.14
C 0.958143 -0.214301 -4.854681 0.13 0.65 -0.33 0.14
C -0.970669 -1.400581 -4.014149 0.03 0.38 -1.06 0.15
C 0.603847 -0.499344 -6.161052 0.50 -0.18 -0.05 -0.03
H 1.860525 0.396600 -4.663179 -0.67 -0.28 -0.18 0.00
C -1.280201 -1.735864 -5.358313 0.05 -0.05 -0.58 -0.06
H -1.655972 -1.846012 -3.296101 0.34 0.52 0.40 0.03
C -0.524612 -1.283726 -6.451960 0.30 0.37 0.31 0.10
H 1.249667 -0.072393 -6.937592 -0.35 -0.45 0.11 0.00
H -2.146538 -2.366903 -5.644481 0.53 0.37 0.78 0.00
H -0.762496 -1.510232 -7.510432 -0.07 0.09 0.97 0.01
C 4.228656 0.408707 4.127989 0.49 -0.17 0.94 0.00
C 3.646250 0.644753 2.805824 -0.33 0.51 -1.41 0.01
C 4.166414 1.196055 1.635355 -0.44 -0.38 0.68 0.00
C 3.151616 1.196649 0.677688 -0.98 -0.94 1.75 0.01
N 2.022584 0.654323 1.236105 1.35 0.48 -0.48 0.08
N 2.362954 0.354713 2.524763 0.80 0.10 -0.15 0.00
C 3.292038 1.709456 -0.687652 0.23 0.19 -1.19 -0.04
H 5.226729 -0.036463 4.035157 -0.24 0.10 0.03 0.00
H 4.342710 1.346825 4.689306 -0.05 -0.22 -0.16 0.00
H 3.612026 -0.272009 4.730501 0.14 0.17 -0.15 0.00
H 5.156605 1.544870 1.483808 0.61 0.20 -0.03 0.00
H 1.743957 -0.078353 3.197488 -0.05 0.04 -0.45 0.00
H 3.127970 2.796617 -0.742021 -0.03 -0.29 0.13 0.00
H 4.323766 1.534535 -1.023328 -0.21 0.09 0.15 0.00
H 2.634231 1.224769 -1.414851 0.04 0.16 0.33 0.05
```
Positions in Å, forces in eV/Å.

The spin multiplicity is 5. Its expectation value of S² is 6.09. As for the total charge: +1. As for the total energy: -3645.0783 a.u. The value obtained for the energy above the lowest of the compared OMol25 structures with the same formula, charge and spin is 55.5 kcal per mole.